(1)
Formula: C22H52O21P3S3V
Source: the OMol25 dataset
Level of theory: ωB97M-V with the def2-TZVPD basis set

Calculated values
Energy above the lowest of the compared OMol25 structures with the same formula, charge and spin, kcal/mol: 65.9
HOMO energy (spin up / spin down), Eh: -0.4185 / -0.4360
Expectation value of S²: 3.7536

ORCA input file:
```
! RIJCOSX wB97M-V def2-TZVPD def2/J DEFGRID3
* xyz 1 4
V 0.59 -2.68 0.28
O -1.17 1.03 0.58
C -0.58 -0.16 0.51
O -0.70 -1.02 1.38
O 0.23 -0.52 -0.34
H -0.71 1.37 -0.19
C 3.12 -1.76 -4.83
O 2.60 -2.59 -3.76
P 1.05 -2.60 -3.37
O 0.80 -2.98 -1.95
O 0.57 -1.07 -3.84
C -0.79 -0.58 -3.54
O 0.46 -3.61 -4.44
C 0.86 -4.97 -4.45
H 2.56 -0.85 -5.01
H 3.09 -2.49 -5.64
H 4.18 -1.51 -4.74
H -1.38 -0.25 -4.40
H -0.60 0.31 -2.94
H -1.27 -1.38 -2.98
H 1.80 -5.05 -4.99
H 0.11 -5.59 -4.95
H 0.91 -5.54 -3.53
C 1.15 -6.04 4.31
O 0.38 -4.84 4.34
P 0.87 -3.36 4.00
O 0.89 -3.07 2.57
O -0.08 -2.40 4.94
C -0.08 -1.03 4.78
O 2.32 -3.30 4.74
C 2.42 -3.31 6.13
H 0.88 -6.64 3.44
H 1.01 -6.63 5.21
H 2.20 -5.75 4.40
H 0.92 -0.63 4.63
H -0.65 -0.44 5.49
H -0.54 -0.67 3.87
H 1.51 -3.05 6.68
H 3.06 -2.49 6.47
H 2.80 -4.29 6.40
C 4.98 -2.52 2.41
O 5.06 -1.81 1.22
P 3.76 -1.07 0.57
O 2.62 -1.93 0.31
O 3.44 0.27 1.45
C 2.64 0.05 2.63
O 4.36 -0.42 -0.81
C 3.40 0.48 -1.46
H 3.99 -2.41 2.87
H 5.77 -2.06 3.00
H 5.23 -3.53 2.09
H 2.03 0.94 2.61
H 3.32 -0.01 3.49
H 1.98 -0.82 2.57
H 3.08 -0.07 -2.34
H 3.89 1.37 -1.84
H 2.52 0.80 -0.90
C -5.31 -2.10 -0.30
C -3.97 -1.32 -0.24
C -4.07 -0.63 1.13
S -5.86 0.05 1.24
O -5.91 1.46 0.78
O -6.44 -0.42 2.54
C -6.49 -1.10 -0.14
H -5.38 -2.91 0.43
H -5.29 -2.52 -1.31
H -3.82 -0.60 -1.05
H -3.07 -1.94 -0.25
H -3.40 0.16 1.48
H -4.03 -1.45 1.86
H -6.64 -0.54 -1.06
H -7.47 -1.46 0.20
C -4.72 3.72 -1.13
C -4.10 5.10 -1.50
C -2.68 4.87 -2.03
S -2.47 3.05 -2.54
O -1.15 2.48 -2.12
O -2.98 2.92 -3.92
C -3.82 2.48 -1.42
H -5.64 3.56 -1.69
H -5.02 3.74 -0.08
H -4.18 5.87 -0.72
H -4.72 5.57 -2.26
H -2.07 5.05 -1.15
H -2.37 5.58 -2.80
H -3.39 2.12 -0.49
H -4.36 1.64 -1.87
C 2.28 5.82 0.02
C 1.21 4.68 -0.03
C 1.94 3.49 -0.76
S 2.95 4.31 -2.12
O 2.23 4.27 -3.38
O 4.28 3.80 -2.02
C 2.90 6.03 -1.41
H 3.09 5.45 0.65
H 1.98 6.77 0.45
H 0.28 4.93 -0.53
H 0.85 4.28 0.92
H 1.27 2.72 -1.14
H 2.62 3.10 0.00
H 2.23 6.62 -2.03
H 3.89 6.48 -1.29
*
```


(2)
Formula: C22H53F5O15S
Source: the OMol25 dataset
Level of theory: ωB97M-V with the def2-TZVPD basis set

Calculated values
HOMO energy, Eh: -0.3637
Structure (SMILES): CCO[C@]1(CCCCS(=O)(=O)O)OC(=O)O[C@@H]1CCCC(F)(F)C(F)(F)F.CO.CO.CO.CO.CO.CO.CO.CO

ORCA input file:
```
! RIJCOSX wB97M-V def2-TZVPD def2/J DEFGRID3
* xyz 0 1
C -1.05 -4.51 1.51
C -0.63 -3.54 0.40
O -1.09 -4.05 -0.85
C -1.21 -3.12 -1.86
C -2.52 -2.27 -1.81
C -3.30 -2.28 -0.50
C -4.72 -1.71 -0.74
C -5.27 -0.97 0.49
S -4.80 0.73 0.51
O -3.38 0.79 0.75
O -5.61 1.49 1.42
O -5.09 1.25 -0.97
O -1.28 -3.87 -3.09
C -0.89 -3.04 -4.08
O -1.01 -3.22 -5.25
O -0.27 -1.95 -3.55
C 0.00 -2.19 -2.14
C 1.39 -2.80 -2.06
C 2.57 -1.79 -1.94
C 2.22 -0.43 -1.34
C 3.37 0.56 -1.50
F 4.41 0.22 -0.71
F 3.79 0.58 -2.79
C 2.91 2.01 -1.15
F 2.04 2.01 -0.13
F 2.30 2.55 -2.21
F 3.95 2.78 -0.80
H -0.28 -5.27 1.62
H -1.12 -3.97 2.45
H -2.00 -5.00 1.26
H 0.46 -3.49 0.41
H -1.00 -2.53 0.60
H -3.19 -2.62 -2.60
H -2.31 -1.22 -2.04
H -2.82 -1.61 0.22
H -3.35 -3.28 -0.07
H -5.40 -2.49 -1.05
H -4.64 -1.00 -1.57
H -6.36 -0.99 0.43
H -4.97 -1.45 1.41
H -4.33 1.80 -1.20
H -0.20 -1.31 -1.54
H 1.47 -3.53 -1.26
H 1.54 -3.35 -2.98
H 3.07 -1.68 -2.90
H 3.31 -2.24 -1.27
H 1.34 0.04 -1.79
H 2.03 -0.54 -0.27
C -8.82 0.31 -1.55
O -7.93 -0.72 -1.09
H -9.16 0.85 -0.67
H -8.30 0.99 -2.22
H -9.68 -0.12 -2.05
H -7.63 -1.21 -1.86
C 7.10 -1.82 1.06
O 5.68 -1.88 1.11
H 7.47 -2.83 0.93
H 7.44 -1.20 0.23
H 7.51 -1.41 2.00
H 5.35 -0.98 1.23
C 4.35 0.74 3.47
O 4.11 0.87 2.06
H 3.64 0.01 3.86
H 5.36 0.40 3.65
H 4.19 1.70 3.97
H 4.73 1.52 1.73
C -8.00 0.22 3.56
O -8.48 0.49 2.25
H -8.54 -0.65 3.94
H -6.93 0.00 3.55
H -8.19 1.07 4.23
H -7.98 1.24 1.92
C 8.32 2.54 3.69
O 6.89 2.47 3.76
H 8.69 1.53 3.55
H 8.65 3.15 2.85
H 8.73 2.94 4.62
H 6.56 3.36 3.88
C -1.10 0.72 -6.10
O -1.32 1.07 -4.74
H -1.70 1.38 -6.73
H -0.05 0.85 -6.37
H -1.40 -0.31 -6.29
H -0.79 0.47 -4.21
C 10.42 5.02 0.84
O 10.76 3.95 1.72
H 9.38 4.87 0.54
H 10.50 5.98 1.34
H 11.05 5.01 -0.05
H 11.67 4.07 1.99
C -5.33 4.59 2.84
O -4.45 3.60 3.33
H -5.70 5.16 3.69
H -4.83 5.27 2.15
H -6.19 4.13 2.32
H -4.14 3.08 2.58
*
```


(3)
Formula: C22H54O12PS
Source: the OMol25 dataset
Level of theory: ωB97M-V with the def2-TZVPD basis set

Calculated values
Energy above the lowest of the compared OMol25 structures with the same formula, charge and spin, kcal/mol: 0.0
HOMO energy, Eh: -0.1409

ORCA input file:
```
! RIJCOSX wB97M-V def2-TZVPD def2/J DEFGRID3
* xyz -1 1
C -4.61 3.73 -0.88
C -4.84 2.70 -0.05
C -4.13 1.39 -0.16
C -4.36 0.48 1.07
C -4.26 -1.01 0.69
C -2.97 -1.44 0.08
O -2.12 -2.10 0.64
O -2.77 -1.02 -1.20
C -1.45 -1.12 -1.60
C -0.50 -0.20 -0.91
O -1.15 -1.88 -2.48
P -3.33 0.88 2.41
O -4.35 0.91 3.70
O -2.32 -0.32 2.87
S -2.28 2.53 2.39
H -5.32 4.54 -1.00
H -3.70 3.74 -1.46
H -5.57 2.81 0.74
H -4.60 0.85 -0.99
H -3.08 1.54 -0.45
H -5.07 -1.22 -0.01
H -4.42 -1.65 1.56
H -0.19 0.58 -1.60
H -0.89 0.23 0.01
H 0.39 -0.77 -0.67
H -3.81 0.99 4.50
H -2.74 -1.19 2.83
C -0.46 -2.39 -6.26
C -0.88 -3.84 -6.27
O -0.29 -4.56 -5.19
H 0.63 -2.31 -6.30
H -0.89 -1.84 -7.10
H -0.79 -1.91 -5.33
H -0.54 -4.34 -7.18
H -1.97 -3.93 -6.22
H -0.58 -4.14 -4.37
C 4.89 -3.50 -5.64
C 3.62 -2.69 -5.78
O 2.77 -3.19 -6.80
H 5.44 -3.52 -6.58
H 5.53 -3.08 -4.86
H 4.66 -4.54 -5.38
H 3.84 -1.66 -6.06
H 3.07 -2.68 -4.83
H 2.53 -4.10 -6.57
C 3.25 -0.30 2.87
C 1.90 0.33 2.59
O 1.26 -0.26 1.47
H 3.90 -0.21 1.99
H 3.74 0.18 3.72
H 3.14 -1.37 3.08
H 2.01 1.39 2.36
H 1.25 0.25 3.47
H 1.12 -1.19 1.65
C -5.81 5.18 3.81
C -6.87 4.11 3.61
O -6.42 3.17 2.66
H -5.63 5.70 2.87
H -6.11 5.92 4.57
H -4.87 4.71 4.08
H -7.80 4.55 3.24
H -7.10 3.59 4.55
H -5.61 2.76 3.00
C 4.79 3.54 3.30
C 3.35 3.74 3.74
O 2.91 2.71 4.62
H 4.91 2.57 2.82
H 5.10 4.32 2.60
H 5.46 3.57 4.16
H 2.68 3.70 2.88
H 3.23 4.72 4.21
H 3.47 2.73 5.40
C -0.79 4.02 5.78
C -2.28 3.74 5.92
O -2.97 3.93 4.70
H -0.63 5.04 5.43
H -0.28 3.89 6.74
H -0.34 3.34 5.05
H -2.73 4.42 6.64
H -2.44 2.71 6.28
H -2.60 3.32 4.02
C 8.32 -7.09 -4.60
C 7.10 -6.19 -4.63
O 6.40 -6.27 -5.87
H 9.00 -6.84 -5.42
H 8.86 -6.99 -3.66
H 8.03 -8.13 -4.72
H 7.40 -5.14 -4.53
H 6.43 -6.43 -3.80
H 6.11 -7.18 -5.98
*
```


(4)
Formula: C22H54O13P2S
Source: the OMol25 dataset
Level of theory: ωB97M-V with the def2-TZVPD basis set

Calculated values
Energy above the lowest of the compared OMol25 structures with the same formula, charge and spin, kcal/mol: 135.5
HOMO energy, Eh: -0.3192
Structure (SMILES): CC[C@H](C)O[P@](=O)(O)O[PH2]=S.COCCOCCOC.COCCOCCOC.COCCOCCOC

ORCA input file:
```
! RIJCOSX wB97M-V def2-TZVPD def2/J DEFGRID3
* xyz 0 1
C 1.14 -1.42 2.35
C -0.53 -1.38 2.34
C -1.02 -1.56 0.78
C -1.55 -0.09 0.21
O -1.91 -2.68 0.51
P -3.45 -2.58 1.29
O -3.44 -2.61 2.87
O -4.33 -4.05 0.81
O -4.47 -1.26 0.80
P -5.13 -0.39 2.17
S -6.54 -1.44 3.10
H 1.44 -2.35 1.70
H 1.62 -0.40 2.02
H 1.42 -1.67 3.48
H -0.91 -0.31 2.69
H -0.86 -2.24 3.06
H -0.02 -1.78 0.16
H -0.65 0.68 0.23
H -2.00 -0.22 -0.88
H -2.36 0.37 0.94
H -4.50 -4.58 1.65
H -4.07 -0.09 3.14
H -5.71 0.90 1.83
C -7.77 3.26 2.56
O -6.89 4.06 1.78
C -7.04 3.88 0.38
C -7.09 5.22 -0.36
O -8.23 6.04 -0.11
C -8.37 6.57 1.22
C -7.31 7.58 1.65
O -6.03 6.98 1.78
C -4.98 7.72 1.17
H -7.34 2.27 2.71
H -7.89 3.74 3.53
H -8.77 3.18 2.11
H -7.95 3.31 0.15
H -6.18 3.30 0.03
H -7.12 5.00 -1.44
H -6.17 5.79 -0.21
H -8.47 5.76 1.94
H -9.34 7.08 1.23
H -7.58 7.99 2.62
H -7.29 8.42 0.93
H -5.29 8.18 0.23
H -4.17 7.02 0.95
H -4.61 8.48 1.87
C 7.71 -1.85 1.89
O 6.75 -2.41 1.01
C 7.32 -2.95 -0.18
C 6.74 -4.34 -0.50
O 7.09 -5.38 0.43
C 6.56 -5.28 1.75
C 5.04 -5.40 1.88
O 4.37 -4.29 1.29
C 3.28 -4.66 0.46
H 7.92 -0.82 1.60
H 7.28 -1.85 2.90
H 8.63 -2.43 1.93
H 8.40 -3.02 -0.11
H 7.07 -2.27 -1.00
H 7.16 -4.66 -1.46
H 5.66 -4.30 -0.64
H 6.93 -4.37 2.24
H 7.01 -6.11 2.31
H 4.77 -5.41 2.94
H 4.71 -6.36 1.44
H 3.48 -5.57 -0.11
H 3.11 -3.85 -0.25
H 2.38 -4.78 1.07
C 4.71 1.85 -2.71
O 3.75 1.29 -3.59
C 4.32 0.75 -4.78
C 3.74 -0.64 -5.10
O 4.09 -1.68 -4.17
C 3.56 -1.58 -2.85
C 2.04 -1.70 -2.72
O 1.37 -0.59 -3.31
C 0.28 -0.96 -4.14
H 4.92 2.88 -3.00
H 4.28 1.85 -1.70
H 5.63 1.27 -2.67
H 5.40 0.68 -4.71
H 4.07 1.43 -5.60
H 4.16 -0.96 -6.06
H 2.66 -0.60 -5.24
H 3.93 -0.67 -2.36
H 4.01 -2.41 -2.29
H 1.77 -1.71 -1.66
H 1.71 -2.66 -3.16
H 0.48 -1.87 -4.71
H 0.11 -0.15 -4.85
H -0.62 -1.08 -3.53
*
```


| no. | strongest force on any atom (eV/Å) |
| --- | --- |
| 1 | 5.03 |
| 2 | 1.59 |
| 3 | 1.97 |
| 4 | 5.44 |